{
  "formula": "C43H78AsN4O2SSi2Zr",
  "method": "ωB97M-V with the def2-TZVPD basis set",
  "homo_ev": -9.649,
  "orbital_gap_ha": 0.2750,
  "charge": 1,
  "largest_force_ev_per_a": 2.19,
  "spin_multiplicity": 1,
  "e_tot_ha": -5314.82962,
  "lumo_ev": -2.17,
  "de_lowest_kj_mol": 133.9,
  "elements": ["C", "C", "H", "C", "H", "H", "H", "H", "H", "C", "H", "H", "C", "H", "H", "H", "C", "H", "H", "C", "O", "C", "Zr", "H", "H", "H", "C", "C", "H", "N", "C", "H", "H", "H", "C", "H", "H", "H", "C", "H", "H", "H", "H", "C", "H", "H", "C", "C", "C", "C", "H", "H", "H", "C", "H", "C", "C", "N", "H", "H", "H", "H", "H", "C", "C", "H", "H", "C", "H", "H", "H", "H", "H", "C", "H", "C", "H", "C", "H", "H", "H", "C", "H", "H", "H", "H", "Si", "C", "H", "H", "H", "H", "N", "H", "C", "H", "C", "H", "H", "H", "H", "H", "H", "As", "C", "H", "H", "C", "H", "C", "H", "H", "H", "H", "C", "Si", "C", "C", "H", "H", "C", "O", "C", "S", "H", "C", "H", "C", "N", "C", "C", "H"],
  "xyz": [[-2.723754, -1.329634, 3.084382], [-2.735828, -5.566711, -2.752576], [-2.880532, 4.316405, 2.249497], [4.467251, 2.579718, 2.977060], [2.350649, -0.137878, -0.568580], [-1.003952, 4.872978, -1.236414], [4.383450, 4.411579, 0.472395], [5.192883, 3.284481, 3.387847], [0.228433, 6.359893, 2.400532], [0.448930, -0.642658, 4.936098], [0.120259, -0.895479, 5.950611], [-0.107612, 4.207844, -3.416682], [2.905118, 5.102317, 3.321049], [0.627201, 4.946687, 5.029851], [-0.983161, 5.641229, 4.842015], [-2.804542, 3.460497, 3.780570], [0.949537, -2.505600, -1.343493], [-0.646514, -7.126569, -3.515760], [7.352339, -0.070121, 3.242928], [4.463221, -0.583959, 2.371578], [0.583523, -1.209337, 0.708170], [-2.269979, 1.038026, -2.915169], [-0.193476, 0.248570, 1.662703], [1.187878, 1.981398, -2.106736], [3.372306, 3.107131, -0.166644], [-2.197236, 1.213866, 4.067789], [3.383132, 3.974311, 0.495898], [6.496269, -0.355693, 1.241033], [-3.026885, -6.327633, -3.476997], [-0.714804, -0.314796, 4.091315], [2.606078, -0.585604, -1.524125], [-1.551581, -5.438954, -5.153538], [-0.703360, 1.628666, 4.905950], [-5.994752, -0.795156, -4.717964], [2.980452, -2.614925, -2.862631], [3.901686, 5.540020, 3.391757], [-0.426978, -6.697913, -1.811298], [-0.793667, 4.012368, 5.487495], [-3.437650, -1.884204, -4.498009], [6.845887, -1.090710, 0.514655], [5.228836, -1.138893, 4.202021], [-1.121860, 5.869065, 1.383597], [0.507961, 5.300102, 1.018209], [-3.231740, -0.644362, 0.838304], [-1.576114, 3.666429, -0.074486], [-4.336136, 0.102477, -6.152836], [-3.724303, 0.446475, -5.318495], [-3.935116, -0.483431, -4.120505], [2.418592, -2.111233, -1.528673], [-2.764605, -0.175311, -0.513384], [2.935694, -2.440981, 0.569418], [-1.016907, -2.371099, 3.884442], [1.972348, -0.146155, -2.296879], [-0.704620, 3.295683, -3.382191], [0.729552, 2.306201, -0.426940], [0.655358, 2.667557, -1.446392], [-1.299583, -5.115106, -3.028695], [-2.178682, -1.198728, 1.721346], [-1.152147, -3.001154, 2.004748], [-2.095108, 1.529984, -3.858909], [0.994372, -1.486208, 4.520700], [3.033119, -3.879297, -0.451324], [-3.396737, -2.191406, 3.153080], [-0.366125, -6.321215, -2.834140], [-3.172376, -0.017776, -2.883679], [-2.540116, 4.039661, -1.512827], [-4.104325, -1.439883, -1.573933], [-0.854907, -4.007010, -2.077499], [4.508287, -0.029820, 0.392159], [2.974951, -3.704609, -2.913033], [-2.047942, -1.624215, 5.094221], [4.159651, 1.905985, 3.779253], [4.291928, -2.645155, -0.551807], [-0.792557, 2.824066, -1.927954], [-3.965869, -2.261704, -5.375998], [-1.590973, -3.612488, -0.976751], [1.157562, 3.633724, -1.489916], [-1.604202, 1.528985, -1.795397], [1.121135, 0.210661, 4.981162], [-2.472017, 2.613717, 2.260665], [4.971464, 1.991226, 2.209360], [-5.441253, -0.522686, -3.818130], [4.017034, -2.287958, -2.953948], [-3.662290, 0.222792, 1.346976], [-0.186829, -4.391111, -4.766139], [-0.226907, 2.553888, -4.025304], [-0.488619, 4.038186, 2.975773], [-1.611922, -1.483635, 4.099014], [-2.832270, -6.003227, -1.756752], [2.421841, -2.216998, -3.712389], [-3.316603, -0.445171, 3.316811], [2.572676, 4.856432, 4.331045], [5.044139, -0.233381, 1.216616], [-5.786448, 0.457759, -3.484695], [0.158362, -2.092318, -0.241516], [-2.370511, -1.845619, -4.725071], [-1.096949, -2.686274, -0.067931], [3.642252, -0.331027, -1.768822], [-4.026245, -1.387672, 0.711759], [-1.837185, -3.769701, -4.648561], [-3.435661, -4.732638, -2.842609], [7.294200, -1.761563, 2.730389], [-5.688565, -1.249445, -3.044004], [1.032810, 2.229392, 2.805194], [-0.186953, 5.528311, 1.829103], [-4.022430, 1.470375, -5.084690], [-1.860094, 0.525958, 5.670306], [3.219652, -2.803922, -0.414876], [-3.585794, -2.587196, -3.675340], [-1.855442, 0.889788, -0.562442], [1.004631, -3.746492, -3.062588], [-2.684203, 0.448003, -5.649902], [0.672300, -6.054127, -3.034901], [2.232659, 5.861700, 2.920452], [-2.332989, 3.549100, 2.799872], [2.958182, 3.515274, 2.286292], [-1.524034, 3.919538, -1.131806], [-0.403103, 4.719757, 4.752213], [-2.561078, -4.048721, -0.773880], [2.687797, 4.717144, 0.100286], [-3.398399, -0.621678, -1.657348], [-1.351264, 1.327296, 0.635674], [-1.808560, -2.557486, 1.252924], [2.827550, -0.591362, 2.692868], [6.969699, 0.600367, 1.015696], [-1.210273, -4.645366, -4.486911], [-2.718106, -3.166792, 1.213837], [-1.413487, 0.828056, 4.716726], [5.423188, -0.929348, 3.240613], [6.768645, -0.807704, 2.691683], [0.402247, -3.428309, -2.223617], [-1.691352, 3.530647, -3.784514]],
  "atomic_forces_ev_per_a": [[0.046, -0.049, 0.298], [0.084, 0.092, 0.011], [0.063, 0.042, -0.015], [-0.313, -0.023, -0.057], [-0.058, 0.064, 0.155], [0.025, 0.019, 0.014], [0.032, -0.008, 0.109], [-0.046, 0.109, -0.047], [-0.027, -0.028, 0.008], [0.201, 0.002, 0.168], [-0.090, 0.013, -0.036], [0.006, -0.002, -0.017], [-0.384, -0.249, -0.170], [-0.089, 0.041, 0.061], [-0.050, -0.002, -0.085], [0.060, 0.004, 0.033], [0.052, 0.360, 0.278], [0.001, -0.007, 0.007], [-0.028, 0.005, -0.005], [-0.010, -0.086, -0.156], [0.243, -0.661, -0.877], [-0.024, -0.175, -0.026], [0.531, -0.511, 2.062], [0.057, -0.011, 0.041], [-0.006, -0.004, -0.013], [-0.016, 0.001, 0.018], [-0.476, -0.161, 0.250], [0.042, 0.027, -0.065], [0.005, -0.007, -0.003], [-0.062, 0.002, -0.277], [-0.043, -0.189, -0.048], [0.028, -0.015, -0.010], [0.035, -0.015, -0.067], [-0.005, -0.012, 0.005], [-0.009, 0.016, 0.026], [0.070, -0.077, -0.091], [0.007, -0.005, 0.000], [0.002, -0.042, -0.039], [-0.045, 0.173, 0.047], [-0.044, -0.001, 0.012], [-0.131, 0.002, -0.010], [-0.047, -0.063, -0.001], [-0.041, 0.042, -0.032], [-0.038, 0.159, -0.224], [-0.013, 0.029, 0.074], [0.011, -0.005, -0.015], [0.027, -0.040, 0.083], [-0.042, -0.051, -0.103], [0.116, 0.086, -0.006], [0.076, 0.237, 0.291], [-0.043, 0.060, 0.130], [0.044, 0.015, 0.027], [0.027, 0.078, 0.029], [-0.091, 0.076, 0.040], [0.017, -0.025, 0.256], [-0.196, -0.090, -0.156], [-0.015, -0.074, -0.065], [0.023, 0.082, -0.084], [-0.054, 0.040, 0.052], [-0.040, -0.073, 0.080], [-0.025, -0.028, -0.026], [0.046, 0.004, 0.012], [-0.031, 0.009, -0.080], [-0.037, 0.031, 0.008], [-0.053, 0.033, -0.054], [-0.008, 0.015, 0.030], [-0.011, -0.001, 0.035], [-0.061, -0.044, 0.037], [-0.098, -0.025, 0.019], [0.074, 0.031, -0.053], [0.047, 0.030, 0.031], [0.055, 0.011, -0.008], [0.030, 0.045, -0.014], [0.047, 0.042, 0.061], [-0.009, -0.010, 0.000], [-0.058, -0.035, -0.002], [0.040, 0.038, 0.011], [0.155, 0.134, 0.347], [-0.015, 0.018, -0.056], [-0.122, -0.003, -0.065], [-0.057, 0.048, 0.016], [0.076, 0.026, 0.022], [0.001, 0.007, -0.010], [0.014, -0.063, 0.101], [-0.007, 0.001, -0.024], [0.009, 0.026, -0.005], [-0.710, 0.592, 0.487], [-0.196, -0.139, -0.128], [-0.040, 0.002, -0.003], [0.038, -0.017, -0.023], [0.000, 0.010, -0.069], [0.116, 0.055, 0.009], [0.153, -0.089, -0.106], [-0.038, -0.011, -0.018], [-0.197, -0.888, -0.777], [-0.040, 0.014, 0.005], [0.258, 0.196, 0.279], [-0.001, -0.028, 0.009], [-0.001, -0.019, 0.052], [0.077, -0.137, -0.032], [-0.032, -0.046, 0.015], [-0.009, 0.011, -0.009], [0.001, -0.013, 0.003], [0.502, 1.446, 0.031], [0.228, -0.335, -0.006], [0.010, 0.008, -0.029], [0.010, -0.074, -0.022], [-0.057, 0.077, -0.008], [0.015, -0.002, -0.017], [-0.776, -0.055, -1.084], [-0.102, 0.007, 0.083], [-0.002, 0.035, -0.010], [0.006, -0.016, -0.011], [0.056, -0.040, 0.041], [0.296, -0.153, -0.096], [0.963, 0.066, 0.356], [0.091, -0.143, -0.011], [0.268, -0.201, -0.242], [0.004, -0.025, -0.017], [0.009, -0.037, -0.048], [-0.001, -0.054, -0.050], [-0.581, 0.606, -0.998], [0.195, -0.114, -0.137], [0.088, -0.165, 0.312], [0.006, -0.010, 0.015], [0.005, 0.031, 0.070], [-0.032, 0.035, 0.064], [-0.080, 0.136, 0.044], [0.182, -0.002, -0.035], [0.048, 0.022, 0.039], [-0.131, -0.034, -0.065], [0.049, 0.048, -0.062]],
  "lowdin_charge": [-0.17, -0.06, 0.03, -0.23, 0.05, 0.09, 0.04, 0.03, 0.02, -0.14, 0.10, 0.09, -0.22, 0.00, 0.04, 0.03, -0.07, 0.09, 0.12, -0.86, -0.35, 0.04, 1.46, 0.08, 0.01, 0.06, -0.21, -0.12, 0.09, -0.34, -0.04, 0.09, 0.03, 0.09, -0.06, 0.04, 0.09, 0.02, -0.05, 0.12, 0.14, 0.03, 0.01, -0.10, 0.06, 0.09, -0.06, -0.55, -0.52, -0.14, 0.04, 0.12, 0.08, -0.06, 0.03, -0.04, -0.55, -0.22, 0.13, 0.08, 0.05, 0.10, 0.14, -0.04, -0.14, 0.10, 0.12, -0.15, 0.11, 0.09, 0.14, 0.01, 0.08, -0.52, 0.10, 0.02, 0.08, -0.07, 0.04, -0.02, 0.00, -0.04, 0.09, 0.14, 0.08, 0.09, 0.28, -0.19, 0.09, 0.10, 0.12, 0.02, 0.02, 0.09, -0.22, 0.08, -0.14, 0.09, 0.14, 0.05, 0.07, 0.12, 0.08, 0.66, -0.22, 0.09, 0.11, -0.03, 0.07, -0.24, 0.09, 0.09, 0.08, 0.01, -0.22, 0.28, -0.02, -0.23, 0.11, 0.01, 0.02, -0.35, -0.11, 0.66, 0.12, -0.03, 0.13, -0.11, 0.03, -0.12, 0.03, 0.09]
}